(1)
This record from OMol25 describes a cluster of 2 separate species, C4H14N2O in total in a non-equilibrium geometry. The level of theory is ωB97M-V with the def2-TZVPD basis set.

Summary:
**<S²>**: 0.75
**HOMO (spin up / spin down)**: 1.3019 / -5.3989 eV
**Charge**: -1
**Spin multiplicity**: 2
**Energy relative to the best compared isomer or geometry (same formula, charge and spin)**: 22.5 kcal/mol
**HOMO-LUMO gap (spin up / spin down)**: 2.7133 / 9.2385 eV

Structure (XYZ):
```
21
C4H14N2O (ωB97M-V with the def2-TZVPD basis set)
C 1.780 -0.636 2.046
N 0.737 -0.454 0.987
C 0.143 0.888 1.036
C 0.121 1.542 -0.358
C -0.872 0.871 -1.372
N -2.233 0.858 -0.912
H 2.758 -0.385 1.608
H 1.673 -0.018 2.936
H 1.869 -1.707 2.234
H 0.067 -1.169 1.274
H 0.492 1.563 1.812
H -0.938 0.779 1.240
H 1.110 1.513 -0.814
H -0.298 2.544 -0.194
H -0.479 -0.129 -1.538
H -0.769 1.493 -2.260
H -2.539 0.031 -0.430
H -2.890 1.500 -1.316
H 0.820 -1.987 -0.709
H 0.845 -2.690 -2.027
O 0.237 -2.533 -1.268
```

=====

(2)
This record from OMol25 describes a structure of composition C14H13N3S2 in a non-equilibrium geometry. The level of theory is ωB97M-V with the def2-TZVPD basis set.

Summary:
**HOMO**: -8.0992 eV
**Charge**: 0
**Spin multiplicity**: 1
**Energy relative to the best compared isomer or geometry (same formula, charge and spin)**: 237.2 kcal/mol
**HOMO-LUMO gap**: 8.1987 eV

Structure (XYZ):
```
32
C14H13N3S2 (ωB97M-V with the def2-TZVPD basis set)
C -3.927 -2.265 -0.775
C -2.612 -1.689 -0.234
C -1.332 -2.055 -0.286
C -0.524 -1.355 0.429
C -1.163 -0.422 0.870
S -2.924 -0.298 0.743
H -0.838 0.400 1.788
C 0.829 -1.570 0.431
N 1.351 -2.456 1.219
N 2.774 -2.419 1.079
C 2.962 -1.208 0.197
S 4.384 -0.843 -0.484
N 1.812 -1.088 -0.287
C 1.595 0.217 -1.117
C 1.026 1.371 -0.653
C 1.654 1.946 0.654
C 1.259 2.952 1.190
C -0.002 3.618 0.777
C -0.543 3.201 -0.424
C -0.180 2.001 -0.849
H -0.735 1.496 -1.878
H -1.692 3.622 -0.553
H -0.363 4.672 1.230
H 1.700 3.615 2.131
H 2.653 1.716 0.624
H 0.967 -0.218 -1.929
H 2.564 0.132 -1.613
H 3.432 -2.796 1.540
H -1.272 -3.081 -0.656
H -3.679 -3.202 -1.341
H -4.429 -1.443 -1.594
H -4.747 -2.549 -0.228
```

=====

(3)
This record from OMol25 describes an isolated molecule of CHFS2 in a non-equilibrium geometry. The level of theory is ωB97M-V with the def2-TZVPD basis set.

Summary:
**HOMO (spin up / spin down)**: -8.9396 / -8.9393 eV
**Charge**: 0
**Spin multiplicity**: 1
**Energy relative to the best compared isomer or geometry (same formula, charge and spin)**: 22.4 kcal/mol
**HOMO-LUMO gap (spin up / spin down)**: 7.5539 / 7.5529 eV

Structure (XYZ):
```
5
CHFS2 (ωB97M-V with the def2-TZVPD basis set)
C -0.162 0.760 -0.517
F 0.136 2.003 0.019
S -1.425 0.444 -1.512
S -1.079 -1.327 -2.297
H 0.740 0.148 -0.700
```

=====

(4)
This record from OMol25 describes an isolated molecule of C6H9BO2 in a non-equilibrium geometry. The level of theory is ωB97M-V with the def2-TZVPD basis set.

Summary:
**HOMO**: -9.8596 eV
**Charge**: 0
**Spin multiplicity**: 1
**Energy relative to the best compared isomer or geometry (same formula, charge and spin)**: 9.0 kcal/mol
**HOMO-LUMO gap**: 9.8116 eV

Structure (XYZ):
```
18
C6H9BO2 (ωB97M-V with the def2-TZVPD basis set)
C -1.197 -1.958 0.136
C -0.852 -0.671 0.148
B -1.889 0.154 0.850
O -2.842 0.824 1.244
C 0.186 -0.171 -0.763
C 0.397 -0.673 -1.992
C 1.049 0.955 -0.164
C 1.257 0.712 1.383
O 0.552 2.251 -0.478
H -0.752 -2.842 -0.338
H -1.854 -2.160 1.001
H 1.016 -0.313 -2.770
H -0.343 -1.444 -2.279
H 2.036 1.038 -0.623
H 1.710 1.554 1.743
H 1.739 -0.251 1.478
H 0.195 0.740 1.815
H -0.409 2.256 -0.390
```

=====

(5)
This record from OMol25 describes an isolated molecule of C5H7NO. The level of theory is ωB97M-V with the def2-TZVPD basis set.

Summary:
**HOMO**: -7.7382 eV
**Charge**: 0
**Spin multiplicity**: 1
**Energy relative to the best compared isomer or geometry (same formula, charge and spin)**: 19.6 kcal/mol
**HOMO-LUMO gap**: 8.7875 eV

Structure (XYZ):
```
14
C5H7NO (ωB97M-V with the def2-TZVPD basis set)
C -1.645 -1.097 0.186
C -0.305 -0.472 0.341
O 0.707 -1.360 0.607
C 1.865 -0.763 0.275
C 1.647 0.494 -0.188
C 0.225 0.695 -0.125
N -0.458 1.833 -0.589
H -2.410 -0.348 -0.032
H -1.581 -1.766 -0.678
H -1.957 -1.695 1.049
H 2.753 -1.359 0.406
H 2.384 1.172 -0.595
H 0.111 2.668 -0.542
H -1.337 1.998 -0.113
```

=====

(6)
This record from OMol25 describes a structure of composition C27H42N7NiO3PS in a non-equilibrium geometry. The level of theory is ωB97M-V with the def2-TZVPD basis set.

Summary:
**<S²>**: 2.01
**HOMO (spin up / spin down)**: -12.6788 / -12.7578 eV
**Charge**: +2
**Spin multiplicity**: 3
**HOMO-LUMO gap (spin up / spin down)**: 7.5866 / 7.1773 eV

Structure (XYZ):
```
82
C27H42N7NiO3PS (ωB97M-V with the def2-TZVPD basis set)
Ni 10.117 10.171 9.309
O 9.723 7.034 6.764
S 9.287 7.369 8.093
O 8.118 6.748 8.684
N 9.150 8.976 8.228
C 8.101 9.576 7.536
C 7.240 8.985 6.615
C 6.167 9.694 6.024
C 5.990 11.023 6.241
C 6.878 11.711 7.129
C 6.836 13.110 7.339
C 7.749 13.676 8.190
C 8.715 12.897 8.807
N 8.787 11.574 8.621
C 7.895 10.977 7.783
C 10.619 7.130 9.261
C 10.416 6.263 10.310
C 11.492 6.024 11.178
C 12.733 6.590 10.940
C 12.925 7.400 9.816
C 11.882 7.656 8.961
H 7.359 7.892 6.334
H 5.547 9.150 5.338
H 5.182 11.598 5.770
H 6.036 13.713 6.874
H 7.728 14.761 8.395
H 9.460 13.325 9.451
H 9.463 5.770 10.406
H 11.332 5.354 12.004
H 13.560 6.339 11.580
H 13.884 7.740 9.520
H 12.019 8.195 8.022
C 15.059 13.332 8.716
N 14.185 12.263 9.167
C 14.766 11.203 9.925
P 12.650 12.222 8.580
O 11.752 11.426 9.531
N 12.172 13.821 8.469
C 12.203 14.643 7.257
C 12.012 14.546 9.722
N 12.629 11.578 7.016
C 11.364 11.384 6.334
C 13.824 11.463 6.178
H 15.879 13.009 8.044
H 15.524 13.847 9.570
H 14.505 14.028 8.090
H 15.673 10.779 9.439
H 14.025 10.413 10.005
H 15.014 11.538 10.925
H 12.899 14.257 6.482
H 12.602 15.632 7.492
H 11.213 14.801 6.789
H 11.960 13.851 10.565
H 11.197 15.261 9.736
H 12.966 15.107 9.893
H 10.600 12.107 6.656
H 10.993 10.410 6.533
H 11.486 11.484 5.227
H 14.731 11.590 6.793
H 13.850 12.149 5.327
H 13.852 10.470 5.726
C 8.717 9.133 13.505
C 8.807 9.219 11.951
N 9.765 10.235 11.492
C 9.217 11.573 11.842
C 8.659 11.568 13.290
N 9.314 10.436 14.003
C 10.754 10.478 13.722
C 10.988 10.025 12.267
H 9.350 8.289 13.816
H 7.674 9.022 13.854
H 7.833 9.510 11.501
H 9.095 8.263 11.533
H 8.415 11.842 11.115
H 10.009 12.318 11.676
H 7.592 11.443 13.275
H 8.905 12.492 13.822
H 9.104 10.502 14.983
H 11.256 9.775 14.372
H 11.091 11.486 13.930
H 11.205 8.950 12.256
H 11.805 10.560 11.777
```